The following is a quantum chemistry calculation of a 2-piece molecular cluster, C3H8O3 overall in a non-equilibrium geometry, from the Open Molecules 2025 dataset.

Calculated values
Total energy   -9383.45133 eV
HOMO level   -0.388 Eh
Frontier orbital gap   11.26 eV
SMILES string   CCC(=O)O.O
Energy above the lowest of the compared OMol25 structures with the same formula, charge and spin   8.1 kcal/mol
LUMO   0.69 eV

Geometry as ORCA input:
```
! wB97M-V def2-TZVPD RIJCOSX def2/J DEFGRID3
* xyz 0 1
O -0.112 -2.090 -0.306
C 0.694 -1.206 -0.364
O 1.980 -1.430 0.040
C 0.535 0.233 -0.784
C 0.707 1.212 0.404
H 1.978 -2.335 0.346
H -0.379 0.399 -1.344
H 1.325 0.380 -1.530
H 1.522 0.721 0.949
H -0.157 1.197 1.060
H 1.081 2.198 0.180
H -3.631 1.627 0.781
H -3.181 2.761 -0.127
O -3.197 2.468 0.783
*
```



The following is a quantum chemistry calculation of one molecule with the formula C3H7O2P in a non-equilibrium geometry, from the Open Molecules 2025 dataset.

Calculated values
Total energy   -16603.98532 eV
HOMO level (alpha / beta)   -0.219 / -0.368 Eh
Frontier orbital gap (alpha / beta)   6.92 / 7.83 eV
Energy above the lowest of the compared OMol25 structures with the same formula, charge and spin   19.1 kcal/mol
LUMO (alpha / beta)   0.95 / -2.17 eV

Geometry as ORCA input:
```
! wB97M-V def2-TZVPD RIJCOSX def2/J DEFGRID3
* xyz 0 3
C -0.416 1.282 0.549
C 0.861 -0.299 -0.570
C -0.197 -0.899 -1.419
O 0.786 0.829 0.052
O -0.237 -1.215 1.540
P -0.481 0.127 2.130
H -0.324 2.328 0.828
H -1.276 1.098 -0.097
H 1.867 -0.693 -0.612
H -0.829 -0.119 -1.846
H -0.836 -1.568 -0.843
H 0.260 -1.477 -2.218
H 0.824 0.605 2.506
*
```



The following is a quantum chemistry calculation of a 3-piece molecular cluster, C4H10N2O2 overall in a non-equilibrium geometry, from the Open Molecules 2025 dataset.

Calculated values
Total energy   -11379.31559 eV
HOMO level   0.054 Eh
Frontier orbital gap   3.23 eV
Energy above the lowest of the compared OMol25 structures with the same formula, charge and spin   7.1 kcal/mol
LUMO   4.71 eV

Geometry as ORCA input:
```
! wB97M-V def2-TZVPD RIJCOSX def2/J DEFGRID3
* xyz -2 1
C 1.736 -1.471 0.613
C 0.465 -0.730 1.011
C -0.964 0.834 -0.197
C -0.303 -0.272 -0.215
N -1.810 1.468 -1.155
N -3.122 -1.273 -2.695
O -3.589 -0.140 -2.444
O -3.430 -1.719 -3.886
H 1.524 -2.030 -0.302
H 2.117 -1.970 1.445
H 2.573 -0.768 0.195
H 0.642 0.170 1.783
H -0.064 -1.586 1.495
H -0.794 1.369 0.672
H 10.321 6.116 7.028
H -0.311 -1.030 -1.007
H -2.482 0.864 -1.627
H -2.509 2.165 -0.715
*
```